Formula: C4H5Br
Source: OMol25
Level of theory: wB97M-V/def2-TZVPD

The geometry in XYZ format:
```
10
C4H5Br | OMol25 | wB97M-V/def2-TZVPD
C -0.6808 1.8748 -0.0414
C 0.4191 -1.8881 0.0827
C -0.6334 0.6235 0.2321
C 0.6626 -0.5729 -0.0309
Br 2.3683 0.1732 0.0604
H -1.5872 2.4489 -0.0290
H 0.2153 2.1032 -0.5107
H 1.3021 -2.5539 -0.1379
H -0.5504 -2.2643 -0.1547
H -1.5155 0.0557 0.5294
```

Computed properties:
HOMO-LUMO gap (alpha / beta), eV: 6.8 / 7.8
M, g mol⁻¹: 133.0
LUMO energy (alpha / beta), eV: 0.86 / -2.57
Spin multiplicity: 3